Formula: C2F4NO4S
Source: the OMol25 dataset
Level of theory: the ωB97M-V functional and the def2-TZVPD basis

Atoms and positions in Å:
O1 1.473528 -0.881727 1.360654
C1 1.313067 -0.889823 0.135921
O2 2.005139 -1.496694 -0.661679
N1 0.186492 -0.047952 -0.488823
C2 0.298039 1.345098 -0.158352
F1 1.551595 1.714731 -0.474777
F2 -0.496832 2.103874 -0.902294
F3 0.147087 1.638055 1.129005
S1 -1.315898 -0.683093 -0.103566
O3 -1.676105 -1.552994 -1.162413
O4 -2.289069 0.323274 0.145579
F4 -1.197042 -1.572749 1.180745

Cartesian forces, eV/Å:
-1.499 1.166 0.030
3.206 -1.739 1.391
-0.538 0.080 -1.690
-1.831 0.162 1.564
1.353 -0.349 -0.155
0.233 -0.033 -0.067
-0.559 0.139 0.092
-0.570 0.290 0.136
-1.278 0.219 -2.115
0.591 -1.115 0.052
0.490 0.603 1.101
0.403 0.578 -0.339

Values from the calculation:
Net charge: -1
SMILES: O=C([O-])N(C(F)(F)F)S(=O)(=O)F
Gap between HOMO and LUMO: 8.8 eV
Calculated total energy: -1229.6795 a.u.